1 | # C3H11O2S

3 unconnected molecules or ions with the total composition C3H11O2S (wB97M-V/def2-TZVPD, OMol25).

The geometry in ORCA input format:
```
! wB97M-V def2-TZVPD RIJCOSX def2/J DEFGRID3
* xyz -1 1
C 2.3421 -0.1155 2.1999
C 1.7086 -1.1346 1.2720
C 0.5486 -0.5580 0.4445
S -0.4839 -1.7507 -0.4136
H 2.9790 -0.5499 2.9755
H 2.9456 0.5777 1.6186
H 1.5802 0.4637 2.7271
H 1.4449 -2.0711 1.7911
H 2.3953 -1.6202 0.5632
H 0.0399 0.1881 1.0681
H 1.0930 0.0817 -0.2396
H -3.7164 1.3193 -3.6986
H -2.9959 2.0425 -2.5913
O -3.5469 2.2150 -3.3799
H -1.4393 -0.0032 -1.5000
H -2.8075 0.2140 -1.2053
O -2.0873 0.7011 -1.6318
*
```

- LUMO energy: 3.77 eV
- HOMO-LUMO gap: 0.247 Ha


2 | # C3H11O2S

3 unconnected molecules or ions with the total composition C3H11O2S (wB97M-V/def2-TZVPD, OMol25).

The geometry in ORCA input format:
```
! wB97M-V def2-TZVPD RIJCOSX def2/J DEFGRID3
* xyz -1 1
C 0.5952 -0.1644 1.6445
C 2.0291 -0.5244 1.0668
C 2.3344 -0.0943 -0.3272
S 1.0074 -0.5464 -1.5457
H 0.4775 0.8362 1.4813
H 0.4975 -0.2991 2.6888
H -0.2584 -0.6166 1.1156
H 2.8787 -0.0647 1.5825
H 2.3340 -1.5979 1.0580
H 3.0049 -0.8976 -0.7318
H 2.8164 0.8278 -0.5156
H -4.0684 1.2848 0.0339
H -3.6390 0.7901 -1.1641
O -4.3176 1.3954 -0.8208
H -1.1541 -0.2004 -1.5216
H -2.4302 -0.2644 -2.4069
O -2.1074 0.1359 -1.6374
*
```

- LUMO energy: 3.78 eV
- HOMO-LUMO gap: 0.241 Ha


Quick look at relative energies in hartree: 1 0.0000; 2 0.0377.


1 | # C6H6Cl2

A molecular structure, C6H6Cl2 (wB97M-V/def2-TZVPD, OMol25).

The geometry in ORCA input format:
```
! wB97M-V def2-TZVPD RIJCOSX def2/J DEFGRID3
* xyz 0 1
C 0.7122 -0.0424 0.9945
C 0.6404 -0.7689 -0.3762
C 0.5971 0.6692 -0.9739
C -0.2788 0.8444 0.2817
C -1.4785 -0.0474 -0.0228
C -0.8488 -1.1646 -0.4889
H 1.6664 0.5328 1.1281
H 1.3704 -1.4951 -0.6214
H 0.1025 0.7133 -1.9232
H 1.5155 1.1715 -0.9567
H -2.5328 0.0911 0.2231
H -1.1575 -2.1211 -0.7921
Cl 0.2947 -0.8107 2.5211
Cl -0.6028 2.4279 1.0068
*
```

- LUMO energy: 0.91 eV
- HOMO-LUMO gap: 0.388 Ha


2 | # C6H6Cl2

A molecular structure, C6H6Cl2 (wB97M-V/def2-TZVPD, OMol25).

The geometry in ORCA input format:
```
! wB97M-V def2-TZVPD RIJCOSX def2/J DEFGRID3
* xyz 0 1
C -1.0164 2.6245 -0.5259
C -0.3329 1.6916 -0.5092
C 0.8767 0.0011 1.2510
C 0.4939 0.2131 -0.1922
C 1.9284 0.2499 0.2531
C -0.1469 -0.8580 -0.9515
Cl 2.9010 -1.1455 -0.3279
Cl 3.0571 1.4980 0.1565
H -1.5916 3.3658 -1.0141
H 0.8576 0.6622 2.1208
H 0.9583 -1.0005 1.6679
H -1.2209 -0.5978 -0.8253
H 0.2073 -1.8775 -0.5390
H 0.1267 -1.0186 -2.0376
*
```

- LUMO energy: 0.80 eV
- HOMO-LUMO gap: 0.406 Ha


Quick look at relative energies in hartree: 1 0.0000; 2 0.0978.


1 | # C4H6I2S

2 unconnected molecules or ions with the total composition C4H6I2S (wB97M-V/def2-TZVPD, OMol25).

The geometry in ORCA input format:
```
! wB97M-V def2-TZVPD RIJCOSX def2/J DEFGRID3
* xyz 0 1
C 1.4963 0.1860 0.2516
C 2.3916 -0.7716 0.2176
C -0.8153 0.8543 -0.4767
C 0.1085 -0.0579 0.2578
S -0.3410 -1.6301 0.9319
I 4.4702 -0.4801 -0.0229
I -6.1714 0.5607 0.0086
H 1.6214 1.1730 -0.0918
H 1.9698 -1.7883 0.0764
H -0.7972 1.8354 -0.1281
H -0.3524 0.8716 -1.5351
H -1.8837 0.5385 -0.4151
H -1.6966 -1.2916 0.9258
*
```

- LUMO energy (alpha / beta): -0.29 / -3.56 eV
- HOMO-LUMO gap (alpha / beta): 0.322 / 0.127 Ha


2 | # C4H6I2S

A single C4H6I2S molecule (wB97M-V/def2-TZVPD, OMol25).

The geometry in ORCA input format:
```
! wB97M-V def2-TZVPD RIJCOSX def2/J DEFGRID3
* xyz 0 1
C -0.0960 0.9269 0.6018
C 0.1456 -0.4890 0.1488
S -1.3720 -1.4696 0.2196
I 1.8693 -1.3004 1.6925
C 0.8306 -0.7532 -1.1198
C 0.8558 -1.9732 -1.6766
I 1.7163 -2.1174 -3.5696
H -0.6733 0.9293 1.5995
H 0.8117 1.4377 0.5250
H -0.8302 1.4570 -0.1377
H -1.6082 -0.8443 1.3669
H 1.3325 0.2282 -1.4959
H 0.4261 -2.9452 -1.3811
*
```

- LUMO energy: -0.89 eV
- HOMO-LUMO gap: 0.288 Ha


Quick look at relative energies in hartree: 1 0.0559; 2 0.0000.


1 | # C2H7N4

A molecular structure, C2H7N4 (wB97M-V/def2-TZVPD, OMol25).

The geometry in ORCA input format:
```
! wB97M-V def2-TZVPD RIJCOSX def2/J DEFGRID3
* xyz 1 1
C 1.3440 0.9930 -0.5337
C -0.8270 -1.3485 1.1498
N 1.0845 -0.1298 0.3466
N 0.0565 1.3576 -1.0757
N -0.8378 0.4056 -0.9448
N -0.0527 -0.4545 0.4100
H 1.8665 1.6415 0.1414
H 2.0123 0.6754 -1.2342
H -0.3835 -2.2534 1.4936
H -1.5810 -1.9089 0.5858
H -1.4298 -0.8451 2.0728
H -0.4677 2.1585 -0.7568
H -0.7842 -0.2914 -1.6547
*
```

- LUMO energy: -5.34 eV
- HOMO-LUMO gap: 0.361 Ha


2 | # C2H7N4

A gas-phase ion, C2H7N4 (charge +1) (wB97M-V/def2-TZVPD, OMol25).

The geometry in ORCA input format:
```
! wB97M-V def2-TZVPD RIJCOSX def2/J DEFGRID3
* xyz 1 1
C 0.2663 1.1751 -0.0830
C 0.1195 -0.2503 -0.5789
N -3.1359 0.0839 0.6351
N -2.1878 -0.2248 -0.0294
N -1.1954 -0.6688 -0.8015
N 0.9149 -0.9978 0.4036
H 0.1835 1.2750 1.0036
H -0.3133 1.8473 -0.7014
H 1.3961 1.5399 -0.2048
H 0.5937 -0.4366 -1.5301
H 1.0953 -2.0040 0.1037
H 0.5487 -1.0008 1.3700
H 1.7145 -0.3379 0.4131
*
```

- LUMO energy: -4.05 eV
- HOMO-LUMO gap: 0.386 Ha


3 | # C2H7N4

2 unconnected molecules or ions with the total composition C2H7N4 (wB97M-V/def2-TZVPD, OMol25).

The geometry in ORCA input format:
```
! wB97M-V def2-TZVPD RIJCOSX def2/J DEFGRID3
* xyz 1 1
C 0.3240 0.3571 0.8041
C 1.1855 0.3798 -0.3783
N -1.8989 -3.1556 -0.4127
N -1.4067 -4.0882 -0.0968
N 0.4942 1.2707 1.8715
N -0.8547 -0.2987 0.8615
H 1.4386 -0.6225 -0.6736
H 2.1156 0.8292 -0.3718
H 0.5294 0.6275 -1.3224
H -1.2484 -0.3575 1.6311
H 1.4682 1.6678 1.9422
H -0.1151 1.4351 2.6732
H -1.2619 -1.0113 0.2804
*
```

- LUMO energy: -4.32 eV
- HOMO-LUMO gap: 0.427 Ha


4 | # C2H7N4

A gas-phase ion, C2H7N4 (charge +1) (wB97M-V/def2-TZVPD, OMol25).

The geometry in ORCA input format:
```
! wB97M-V def2-TZVPD RIJCOSX def2/J DEFGRID3
* xyz 1 1
C -1.4146 0.6781 0.9897
N -0.2686 0.1260 0.2711
N 0.1084 -1.0267 0.6137
C 1.1331 -1.4499 -0.3236
N 1.2322 -0.3278 -1.2658
N 0.3542 0.7189 -0.7507
H -2.4315 0.3046 0.4553
H -1.4100 1.6973 0.9404
H -1.3343 0.2402 2.0640
H 1.9332 -1.7255 0.4244
H 0.5865 -2.4096 -0.7795
H 2.2075 -0.1217 -1.2757
H 0.0230 1.2404 -1.5672
*
```

- LUMO energy: -5.29 eV
- HOMO-LUMO gap: 0.326 Ha


Quick look at relative energies in hartree: 1 0.1890; 2 0.1346; 3 0.0000; 4 0.1788.


1 | # C12H42O9

9 unconnected molecules or ions with the total composition C12H42O9 (wB97M-V/def2-TZVPD, OMol25).

The geometry in ORCA input format:
```
! wB97M-V def2-TZVPD RIJCOSX def2/J DEFGRID3
* xyz 0 1
C -3.0449 0.7592 -2.4510
C -2.8364 -0.6881 -1.9422
C -1.9841 -1.5175 -2.9108
O -2.3784 -0.8448 -0.5968
H -2.3320 1.5198 -2.1328
H -3.9142 1.0670 -1.8698
H -3.2827 0.7401 -3.5146
H -3.8105 -1.1738 -2.0001
H -2.0107 -2.5235 -2.4921
H -0.9770 -1.1480 -3.1039
H -2.3713 -1.7553 -3.9016
H -2.5735 -1.7540 -0.3583
C -2.5464 4.3227 2.7125
C -1.7560 2.9799 2.7585
C -2.1289 1.7324 1.8486
O -0.4330 3.4158 2.8245
H -2.1615 4.9506 1.9090
H -2.3925 5.0035 3.5497
H -3.6075 4.0796 2.6577
H -1.8168 2.5609 3.7629
H -2.5822 1.0907 2.6042
H -1.2373 1.3072 1.3876
H -2.9306 2.0141 1.1660
H -0.2337 3.8104 1.9723
C -1.6128 -2.5151 1.9988
C -1.7464 -3.4849 0.8664
O -3.1295 -3.6720 0.4611
H -0.5646 -2.4529 2.2912
H -2.2026 -3.0493 2.7437
H -2.0000 -1.4965 1.9729
H -1.5075 -4.4879 1.2198
H -1.2179 -3.2932 -0.0675
H -3.1351 -4.4138 -0.1482
C 2.8709 2.7505 1.7736
C 3.6709 1.4266 1.8462
O 3.4809 0.7778 0.6025
H 2.9571 3.1917 0.7806
H 3.0373 3.4429 2.5988
H 1.8196 2.4741 1.8547
H 3.2141 0.7302 2.5494
H 4.7389 1.5775 2.0031
H 3.3888 -0.1717 0.7102
C 2.8900 -1.0756 -3.6634
C 4.4267 -1.2231 -3.5846
O 4.8024 -2.2376 -2.7131
H 2.4346 -0.3912 -2.9477
H 2.2982 -1.9855 -3.5638
H 2.6183 -0.6911 -4.6464
H 5.1145 -0.3982 -3.3990
H 4.7511 -1.6250 -4.5444
H 4.8639 -1.8641 -1.8309
O 1.5480 -3.1103 -0.4313
H 0.9942 -2.3315 -0.3762
H 0.9682 -3.7939 -0.7669
O 0.8572 -0.4287 3.5087
H 0.8253 0.1432 2.7417
H 1.2649 -1.2342 3.1906
O 0.2441 -0.6428 -0.0056
H 0.7074 -0.0136 -0.5585
H -0.6828 -0.4545 -0.1525
O 0.6437 1.7871 -1.1217
H 1.5303 2.1405 -1.1940
H 0.1795 2.1470 -1.8775
*
```

- LUMO energy: 0.24 eV
- HOMO-LUMO gap: 0.372 Ha


2 | # C12H42O9

9 unconnected molecules or ions with the total composition C12H42O9 (wB97M-V/def2-TZVPD, OMol25).

The geometry in ORCA input format:
```
! wB97M-V def2-TZVPD RIJCOSX def2/J DEFGRID3
* xyz 0 1
C 5.0887 -3.2626 -6.2329
C 4.8270 -4.1309 -5.0046
O 4.8606 -3.1757 -3.9145
H 5.9043 -2.5594 -6.0644
H 4.2120 -2.6816 -6.5195
H 5.4467 -3.7928 -7.1154
H 5.5753 -4.8728 -4.7259
H 3.8877 -4.6652 -5.1475
H 4.7129 -3.7148 -3.1340
C 3.7135 -9.3226 0.9290
C 3.1504 -7.9010 1.2812
O 3.9283 -6.8237 0.8737
H 3.1390 -10.0948 1.4407
H 4.7973 -9.3725 1.0330
H 3.5327 -9.4786 -0.1345
H 3.1839 -7.8578 2.3698
H 2.0971 -7.7386 1.0525
H 4.5902 -6.8164 1.5690
C -4.6562 0.6705 5.6566
C -4.1964 1.0304 4.1991
O -3.1748 2.0597 4.3568
H -4.7453 1.5456 6.3003
H -3.9575 0.0027 6.1607
H -5.6580 0.2512 5.5642
H -4.9762 1.3309 3.4994
H -3.7434 0.1545 3.7346
H -2.9821 2.5406 3.5486
C 2.4651 5.6472 7.2051
C 2.6559 4.1934 6.9123
O 2.3592 3.6097 5.6247
H 1.4740 6.0820 7.0758
H 3.0461 6.0728 6.3870
H 3.0343 5.9574 8.0814
H 2.1363 3.6506 7.7019
H 3.6513 3.9024 7.2481
H 1.4029 3.5764 5.5476
C -0.1147 -0.7427 -1.0945
O -1.3771 -0.1919 -1.3751
H 0.3515 -0.7466 -2.0798
H 0.3954 -0.0268 -0.4501
H -0.0383 -1.7648 -0.7234
H -1.4434 0.0439 -2.3033
C -7.6202 3.1559 -2.9824
O -8.4343 3.7370 -2.0166
H -6.7670 3.8176 -3.1316
H -7.2065 2.1648 -2.7963
H -8.1080 3.3214 -3.9430
H -9.1334 3.1254 -1.7741
C -4.7395 0.9869 -7.9025
O -3.8257 1.4882 -6.8450
H -5.2368 0.1241 -7.4595
H -5.4513 1.7981 -8.0553
H -4.3429 0.5892 -8.8367
H -3.4846 2.3538 -7.0813
C 0.1893 4.8082 -0.5473
O -1.1124 4.4528 -0.2837
H 0.4681 4.1445 -1.3658
H 0.3069 5.8646 -0.7888
H 0.7446 4.5382 0.3509
H -1.2176 3.5019 -0.3631
O 5.7387 1.9002 1.8911
H 5.3204 1.0544 2.0523
H 5.3564 2.4855 2.5450
*
```

- LUMO energy: 0.29 eV
- HOMO-LUMO gap: 0.380 Ha


Quick look at relative energies in hartree: 1 0.0000; 2 0.1180.


1 | # C4H13NO3

3 unconnected molecules or ions with the total composition C4H13NO3 (wB97M-V/def2-TZVPD, OMol25).

The geometry in ORCA input format:
```
! wB97M-V def2-TZVPD RIJCOSX def2/J DEFGRID3
* xyz -1 2
N 1.0493 -1.1192 1.3683
C -0.2212 -1.0418 0.9008
C -0.5533 0.0156 -0.1456
C -1.2817 1.1835 0.5021
C 0.6136 0.3895 -1.0343
O -1.1026 -1.7811 1.3472
H 1.7420 -0.5186 0.9580
H 1.1920 -1.5755 2.2528
H -1.3193 -0.5434 -0.6997
H -0.6093 1.8169 1.0940
H -1.7803 1.8461 -0.2083
H -2.0817 0.7869 1.1380
H 0.3876 1.2032 -1.7114
H 1.1087 -0.4100 -1.5856
H 1.3951 0.8181 -0.4044
H 3.7855 2.2268 -2.3395
H 4.5106 0.9113 -2.0214
O 3.9282 1.5804 -1.6161
H -3.7420 -2.5820 0.3296
H -3.1168 -1.5198 1.2092
O -3.9041 -1.6872 0.6661
*
```

- LUMO energy (alpha / beta): 3.23 / 3.16 eV
- HOMO-LUMO gap (alpha / beta): 0.088 / 0.369 Ha
- ⟨S²⟩: 0.75


2 | # C4H13NO3

4 unconnected molecules or ions with the total composition C4H13NO3 (wB97M-V/def2-TZVPD, OMol25).

The geometry in ORCA input format:
```
! wB97M-V def2-TZVPD RIJCOSX def2/J DEFGRID3
* xyz -1 2
N 1.5632 0.3974 -0.8972
C 0.4240 -0.4035 -0.6065
C 0.6854 -1.8172 -0.0597
C -2.1975 -0.2359 -0.5648
C -0.8378 0.0989 -0.8838
H 2.4707 0.0123 -0.6276
H 1.6385 1.4484 -0.6464
H -0.4113 -2.2254 0.3097
H 1.3723 -1.8358 0.8380
H -2.6010 0.0487 0.4682
H -2.8394 0.2681 -1.2858
H -0.8173 1.0634 -1.4675
H 2.9521 3.0104 0.4317
H 1.0517 -2.4672 -0.7821
O 2.0531 2.8278 0.0551
H -2.3274 -1.3436 -0.6357
H -2.7786 -3.0097 0.7311
O -1.8451 -2.7774 0.7119
H 0.3741 2.9595 1.6697
H 1.4063 1.9386 1.2640
O 0.6640 2.0421 1.9775
*
```

- LUMO energy (alpha / beta): 3.74 / 1.12 eV
- HOMO-LUMO gap (alpha / beta): 0.287 / 0.185 Ha
- ⟨S²⟩: 0.76


Quick look at relative energies in hartree: 1 0.0000; 2 0.1163.


1 | # C2H3F2NO2

A single C2H3F2NO2 molecule (wB97M-V/def2-TZVPD, OMol25).

The geometry in ORCA input format:
```
! wB97M-V def2-TZVPD RIJCOSX def2/J DEFGRID3
* xyz 0 1
C -0.1530 -0.7693 0.9329
C 0.3973 0.3826 0.0768
F 0.2675 1.5751 0.8061
F 1.6833 0.2922 -0.2948
N -0.4211 0.5441 -1.3152
O -1.3651 -0.2122 -1.4000
O 0.0950 1.2726 -2.1024
H 0.6259 -1.0123 1.5964
H -1.0071 -0.3387 1.4393
H -0.1227 -1.7344 0.2609
*
```

- LUMO energy: -0.06 eV
- HOMO-LUMO gap: 0.419 Ha


2 | # C2H3F2NO2

2 unconnected molecules or ions with the total composition C2H3F2NO2 (wB97M-V/def2-TZVPD, OMol25).

The geometry in ORCA input format:
```
! wB97M-V def2-TZVPD RIJCOSX def2/J DEFGRID3
* xyz 0 1
C 0.4831 1.1099 -0.0155
C -0.8091 0.8303 0.0671
F -1.8541 1.6073 0.0787
N -1.2179 -0.5787 -0.1071
O -0.3282 -1.3636 -0.2240
O -2.4019 -0.8125 0.0047
H 1.1557 0.2978 -0.0647
H 0.8433 2.0947 0.0691
F 2.3561 -1.2400 0.2486
H 1.7729 -1.9452 -0.0570
*
```

- LUMO energy: -0.72 eV
- HOMO-LUMO gap: 0.382 Ha


Quick look at relative energies in hartree: 1 0.0000; 2 0.0223.